ORCA calculation (ωB97M-V with the def2-TZVPD basis set) on a 2-piece molecular cluster, C5H15N3 overall in a non-equilibrium geometry.

Element x y z (Å)
N (-0.512, -2.786, 0.580)
N (1.261, -2.299, -0.900)
N (-0.150, 2.009, -0.643)
C (0.754, 2.490, 0.414)
C (0.701, -2.203, 0.231)
C (-0.931, 0.929, -0.117)
C (0.655, 1.462, -1.813)
C (-1.338, -2.029, 1.504)
H (-1.520, 1.339, 0.755)
H (1.273, 0.586, -1.550)
H (-0.743, -1.426, 2.215)
H (-0.957, -3.199, -0.208)
H (1.573, 1.812, 0.759)
H (1.247, 2.296, -2.182)
H (-0.002, 1.275, -2.709)
H (0.222, 2.862, 1.272)
H (-0.390, -0.009, 0.079)
H (1.096, -1.624, 1.082)
H (-2.013, -1.259, 0.996)
H (2.059, -1.643, -0.927)
H (-1.929, -2.643, 2.209)
H (-1.596, 0.730, -0.933)
H (1.240, 3.329, -0.113)

The net charge is 0. The value obtained for the energy relative to the best compared isomer or geometry (same formula, charge and spin) is 207.2 kJ/mol. Its HOMO energy is -8.85 eV. The orbital gap comes out at 9.7665 eV. The SMILES is [H]/N=C/NC.CN(C)C.

These are the natural (NBO) partial charges, in e, on atoms 1 to 4:
1. N -0.62
2. N -0.71
3. N -0.42
4. C -0.43